Arrangement A

C3H5NS in the gas phase. Source: the Open Molecules 2025 dataset; level of theory: wB97M-V/def2-TZVPD.

- SMILES: S=C1CNC1
- E_LUMO: -0.387 eV
- E_HOMO: -8.7 eV
- Kohn-Sham gap: 8.31 eV

ORCA input file:
```
! wB97M-V def2-TZVPD RIJCOSX def2/J DEFGRID3
* xyz 0 1
S 2.4844 0.0392 -0.1688
C 0.8875 0.0367 -0.3312
C -0.0079 -1.0757 -0.0660
N -1.2363 -0.1200 -0.3744
C -0.2656 1.0654 -0.0807
H 0.2275 -2.0367 -0.6492
H 0.4549 -1.0708 1.1341
H -2.1330 -0.2584 0.2085
H -0.1451 1.3635 1.1155
H -0.2662 2.0569 -0.7879
*
```

Here are the Mulliken charges for atoms 1 to 5, given in e:
1. S -0.28
2. C -0.10
3. C -0.23
4. N -0.46
5. C -0.18

---

Arrangement B

C3H5NS in the gas phase. Source: the Open Molecules 2025 dataset; level of theory: wB97M-V/def2-TZVPD.

- SMILES: C[C@@H](S)C#N
- E_LUMO: 0.618 eV
- E_HOMO: -9.7 eV
- Kohn-Sham gap: 10.35 eV

ORCA input file:
```
! wB97M-V def2-TZVPD RIJCOSX def2/J DEFGRID3
* xyz 0 1
C -0.8605 1.0916 -0.2190
C -0.0631 -0.0477 0.4516
S -0.5760 -1.7780 0.0068
C 1.4472 -0.1447 0.1988
N 2.4471 -0.5722 -0.1515
H -1.8756 1.2264 0.2456
H -0.7727 0.6486 -1.3055
H -0.2399 1.9999 -0.1878
H -0.0252 -0.0152 1.5908
H 0.5187 -2.4088 -0.6298
*
```

Here are the Mulliken charges for atoms 1 to 5, given in e:
1. C -0.90
2. C 0.11
3. S -0.24
4. C 0.08
5. N -0.43

---

It comes down to arrangement B, which is 0.0849 hartree more stable than the next structure.

---

Arrangement A

C3H5NS in the gas phase. Source: the Open Molecules 2025 dataset; level of theory: wB97M-V/def2-TZVPD.

- SMILES: C=CNC=S
- E_LUMO: 0.149 eV
- E_HOMO: -8.5 eV
- Kohn-Sham gap: 8.68 eV

ORCA input file:
```
! wB97M-V def2-TZVPD RIJCOSX def2/J DEFGRID3
* xyz 0 1
C 1.2775 -1.3187 -0.0047
C -0.0101 -0.8724 0.0565
N -0.2517 0.4440 -0.3658
C -1.2330 1.2585 0.0178
S -1.3400 2.9444 -0.4022
H 1.8191 -2.2861 0.4772
H 2.0457 -0.4957 -0.4391
H -0.6787 -1.4463 0.8264
H 0.4659 0.9702 -0.7665
H -2.0948 0.8023 0.6004
*
```

Here are the Mulliken charges for atoms 1 to 5, given in e:
1. C -0.66
2. C 0.20
3. N -0.17
4. C -0.11
5. S -0.32

---

Arrangement B

A molecular structure, C3H5NS. Source: the Open Molecules 2025 dataset; level of theory: wB97M-V/def2-TZVPD.

- E_LUMO: -0.240 eV
- E_HOMO: -9.3 eV
- Kohn-Sham gap: 9.10 eV

ORCA input file:
```
! wB97M-V def2-TZVPD RIJCOSX def2/J DEFGRID3
* xyz 0 1
C 0.1144 -0.7368 0.4093
C -0.7190 0.5106 0.3492
C -0.4184 1.6910 -0.6159
H 1.8962 -1.5858 -1.7931
H 1.2041 -0.6447 0.8748
H -0.3968 -1.3423 1.0943
H -1.6765 0.1919 0.4035
H -0.4595 1.2749 1.2678
N -0.0198 2.5125 -1.2308
S 0.4753 -1.8712 -0.7591
*
```

Here are the Mulliken charges for atoms 1 to 5, given in e:
1. C -0.51
2. C -0.33
3. C 0.16
4. H 0.13
5. H 0.30

---

It comes down to arrangement A, which is 0.0630 hartree more stable than the next structure.

---

Arrangement A

C3H5NS in the gas phase. Source: the Open Molecules 2025 dataset; level of theory: wB97M-V/def2-TZVPD.

- SMILES: C=C/C=N\S
- E_LUMO: 0.327 eV
- E_HOMO: -8.2 eV
- Kohn-Sham gap: 8.49 eV

ORCA input file:
```
! wB97M-V def2-TZVPD RIJCOSX def2/J DEFGRID3
* xyz 0 1
C -1.9487 0.5025 0.0184
C -0.6486 0.5013 -0.1396
C 0.2353 -0.6938 -0.0918
N 1.4543 -0.8304 0.1833
S 2.6522 0.2209 -0.2814
H -2.5793 1.6058 0.0938
H -2.4292 -0.4760 -0.0337
H -0.1367 1.3655 -0.3277
H -0.2833 -1.8540 -0.2587
H 3.6839 -0.3417 0.8374
*
```

Here are the Mulliken charges for atoms 1 to 5, given in e:
1. C -0.61
2. C 0.00
3. C -0.08
4. N -0.29
5. S -0.15

---

Arrangement B

C3H5NS in the gas phase. Source: the Open Molecules 2025 dataset; level of theory: wB97M-V/def2-TZVPD.

- E_LUMO: 0.746 eV
- E_HOMO: -8.3 eV
- Kohn-Sham gap: 9.08 eV

ORCA input file:
```
! wB97M-V def2-TZVPD RIJCOSX def2/J DEFGRID3
* xyz 0 1
C 1.3942 0.2847 -0.0233
C 0.5135 1.2400 0.0181
C 0.2939 -1.0308 -0.2213
N -1.9730 -0.3696 0.6374
S -1.0337 0.2237 -0.5114
H 2.4919 0.2444 -0.1771
H 0.6718 2.3865 -0.0197
H 0.5421 -1.7051 -1.0179
H -0.1818 -1.5048 0.6021
H -2.7189 0.2309 0.7131
*
```

Here are the Mulliken charges for atoms 1 to 5, given in e:
1. C -0.36
2. C -0.17
3. C -0.46
4. N -0.65
5. S 0.17

---

It comes down to arrangement A, which is 0.0110 hartree more stable than the next structure.